Entry 1:
{
  "formula": "C19H20N2O4",
  "method": "ωB97M-V/def2-TZVPD",
  "elements": ["O", "C", "O", "C", "C", "C", "O", "N", "C", "C", "C", "C", "C", "C", "C", "O", "N", "C", "C", "C", "C", "C", "C", "C", "C", "H", "H", "H", "H", "H", "H", "H", "H", "H", "H", "H", "H", "H", "H", "H", "H", "H", "H", "H", "H"],
  "positions_angstrom": [[2.95, 2.80, -4.19], [1.97, 2.15, -3.96], [0.80, 2.72, -3.68], [1.98, 0.62, -3.97], [1.70, 0.02, -2.58], [0.21, -0.04, -2.25], [-0.62, 0.65, -2.83], [-0.07, -0.91, -1.26], [-1.29, -1.17, -0.65], [-2.51, -0.85, -1.25], [-3.70, -1.18, -0.63], [-3.70, -1.84, 0.59], [-2.50, -2.14, 1.20], [-1.28, -1.80, 0.61], [0.01, -2.05, 1.30], [1.05, -2.30, 0.70], [-0.04, -1.97, 2.65], [1.17, -1.89, 3.44], [1.96, -0.60, 3.16], [1.02, 0.54, 2.89], [0.26, 1.11, 3.91], [-0.67, 2.09, 3.64], [-0.86, 2.52, 2.34], [-0.11, 1.97, 1.31], [0.83, 0.99, 1.59], [0.11, 2.04, -3.47], [2.96, 0.31, -4.31], [1.23, 0.27, -4.68], [2.11, -0.99, -2.53], [2.19, 0.62, -1.81], [0.70, -1.40, -0.80], [-2.51, -0.35, -2.20], [-4.63, -0.94, -1.11], [-4.63, -2.12, 1.06], [-2.50, -2.67, 2.15], [-0.87, -1.58, 3.06], [1.79, -2.76, 3.20], [0.87, -1.95, 4.49], [2.60, -0.38, 4.02], [2.60, -0.75, 2.29], [0.41, 0.77, 4.93], [-1.24, 2.52, 4.44], [-1.60, 3.29, 2.12], [-0.25, 2.31, 0.29], [1.42, 0.57, 0.79]],
  "total_charge": 0,
  "e_tot_ha": -1146.58537,
  "homo_lumo_gap_ha": 0.345,
  "de_lowest_kj_mol": 0.0,
  "smiles": "O=C(O)CCC(=O)Nc1ccccc1C(=O)NCCc1ccccc1"
}



Entry 2:
{
  "formula": "C8H12InO8",
  "method": "ωB97M-V/def2-TZVPD",
  "elements": ["In", "C", "C", "O", "O", "H", "H", "H", "C", "C", "O", "O", "H", "H", "H", "C", "C", "O", "O", "H", "H", "H", "C", "C", "O", "O", "H", "H", "H"],
  "positions_angstrom": [[-0.44, -1.81, 1.49], [3.02, -2.24, -2.30], [2.19, -1.22, -1.56], [2.20, -0.04, -1.92], [1.41, -1.62, -0.65], [2.38, -2.81, -2.99], [3.30, -3.03, -1.59], [3.84, -1.85, -2.90], [-2.23, -1.29, -2.78], [-1.95, -1.09, -1.28], [-1.24, -0.10, -1.02], [-2.42, -1.92, -0.47], [-2.55, -0.36, -3.26], [-3.12, -1.91, -2.92], [-1.39, -1.71, -3.33], [2.93, 1.34, 1.87], [1.49, 0.82, 1.89], [0.84, 1.02, 0.83], [1.14, -0.01, 2.75], [3.44, 0.78, 2.65], [2.93, 2.41, 2.06], [3.48, 1.05, 0.97], [-3.17, 2.45, 2.53], [-2.24, 1.93, 1.45], [-1.73, 0.77, 1.57], [-1.96, 2.69, 0.52], [-4.21, 2.56, 2.20], [-2.75, 3.41, 2.81], [-3.22, 1.79, 3.40]],
  "total_charge": -1,
  "e_tot_ha": -1103.99226,
  "homo_lumo_gap_ha": 0.140,
  "de_lowest_kj_mol": 144.0
}



Entry 3:
{
  "formula": "C10H9Cl2NOPd",
  "method": "ωB97M-V/def2-TZVPD",
  "elements": ["Pd", "C", "H", "H", "H", "H", "H", "Cl", "C", "C", "C", "Cl", "C", "C", "C", "C", "N", "C", "C", "O", "H", "H", "H", "H"],
  "positions_angstrom": [[1.74, -1.15, -0.40], [4.16, -2.49, -1.58], [3.95, -2.31, -2.64], [4.99, -1.88, -1.22], [4.31, -3.55, -1.37], [3.20, -2.15, -1.00], [2.00, -2.66, -0.07], [1.56, 3.66, 1.41], [0.21, 2.70, 1.11], [-1.08, 3.12, 1.41], [-2.20, 2.34, 1.14], [-3.74, 2.93, 1.55], [-2.05, 1.06, 0.54], [-3.13, 0.21, 0.24], [-2.87, -1.04, -0.29], [-1.54, -1.47, -0.50], [-0.51, -0.67, -0.22], [-0.72, 0.57, 0.26], [0.44, 1.39, 0.52], [1.60, 0.92, 0.26], [-1.21, 4.08, 1.88], [-4.16, 0.54, 0.42], [-3.66, -1.72, -0.55], [-1.30, -2.46, -0.89]],
  "s_squared": 2.012,
  "multiplicity": 3,
  "total_charge": 0,
  "e_tot_ha": -1564.61145,
  "homo_lumo_gap_ha": [0.263, 0.187],
  "de_lowest_kj_mol": 62.4
}



Entry 4:
{
  "formula": "C5H8N",
  "method": "ωB97M-V/def2-TZVPD",
  "elements": ["C", "C", "C", "C", "C", "N", "H", "H", "H", "H", "H", "H", "H", "H"],
  "positions_angstrom": [[-1.70, 1.46, 0.32], [-0.71, 1.04, -0.69], [0.54, 0.89, -0.56], [1.18, -0.10, -0.09], [0.42, -1.33, 0.09], [1.90, -1.26, 0.20], [-2.65, 1.40, -0.18], [-1.49, 2.42, 0.68], [-1.44, 0.88, 1.17], [-0.93, 1.18, -1.75], [-0.23, -1.57, 0.95], [0.34, -1.99, -0.71], [2.53, -1.71, -0.55], [2.26, -1.31, 1.12]],
  "total_charge": 1,
  "e_tot_ha": -249.59047,
  "homo_lumo_gap_ha": 0.366,
  "de_lowest_kj_mol": 616.1,
  "smiles": "CC=C=C1C[NH2+]1"
}



Entry 5:
{
  "formula": "C41H32F8N9O3S2Sc",
  "method": "ωB97M-V/def2-TZVPD",
  "elements": ["Sc", "C", "C", "C", "C", "N", "C", "N", "C", "N", "C", "N", "C", "C", "C", "C", "C", "N", "C", "C", "C", "C", "C", "C", "H", "H", "H", "H", "H", "H", "H", "H", "H", "H", "H", "H", "C", "C", "N", "C", "C", "C", "C", "C", "C", "C", "C", "C", "N", "C", "H", "H", "H", "H", "H", "H", "H", "H", "F", "C", "C", "F", "C", "F", "C", "S", "C", "F", "C", "F", "F", "C", "F", "F", "S", "O", "O", "O", "C", "C", "C", "C", "N", "N", "H", "H", "H", "H", "H", "H", "H", "H", "H", "H", "H", "H"],
  "positions_angstrom": [[0.36, -0.39, 0.18], [3.97, 2.43, -0.74], [4.60, 1.74, -1.77], [4.31, 0.41, -1.93], [3.38, -0.21, -1.08], [2.66, 0.49, -0.18], [3.02, 1.78, 0.01], [3.34, -1.58, -1.19], [2.69, -2.33, -0.37], [1.74, -2.02, 0.58], [1.48, -3.17, 1.30], [0.70, -3.37, 2.30], [-0.11, -2.43, 2.90], [-0.72, -2.90, 4.08], [-1.59, -2.09, 4.77], [-1.85, -0.82, 4.26], [-1.21, -0.44, 3.11], [-0.35, -1.20, 2.41], [2.25, -4.29, 0.73], [2.30, -5.63, 1.07], [3.11, -6.45, 0.29], [3.83, -5.94, -0.79], [3.78, -4.59, -1.11], [2.97, -3.79, -0.33], [4.20, 3.47, -0.52], [5.33, 2.23, -2.41], [4.80, -0.21, -2.66], [2.47, 2.29, 0.79], [-0.47, -3.90, 4.40], [-2.06, -2.45, 5.67], [-2.52, -0.14, 4.75], [-1.37, 0.56, 2.72], [1.74, -6.01, 1.91], [3.18, -7.51, 0.52], [4.45, -6.61, -1.38], [4.34, -4.18, -1.94], [-3.60, 2.05, 0.69], [-2.28, 1.62, 0.46], [-1.95, 0.35, 0.33], [-2.93, -0.58, 0.42], [-4.27, -0.24, 0.66], [-4.59, 1.12, 0.80], [-5.26, -1.28, 0.74], [-4.93, -2.57, 0.57], [-3.57, -2.94, 0.30], [-3.19, -4.27, 0.05], [-1.88, -4.54, -0.27], [-0.97, -3.48, -0.30], [-1.28, -2.24, -0.02], [-2.58, -1.96, 0.24], [-3.79, 3.11, 0.79], [-1.49, 2.34, 0.42], [-5.62, 1.41, 0.99], [-6.29, -0.99, 0.94], [-5.67, -3.35, 0.62], [-3.93, -5.06, 0.10], [-1.55, -5.54, -0.50], [0.06, -3.67, -0.60], [-0.21, 7.33, 4.52], [-0.02, 6.12, 3.99], [0.54, 5.10, 4.75], [0.89, 5.34, 6.02], [0.73, 3.85, 4.20], [1.27, 2.91, 4.99], [0.38, 3.54, 2.88], [0.63, 1.94, 2.24], [-0.17, 4.59, 2.15], [-0.53, 4.40, 0.86], [-0.37, 5.86, 2.68], [-0.91, 6.82, 1.92], [1.68, -3.10, -3.30], [1.23, -2.02, -3.92], [2.20, -1.12, -3.99], [0.89, -2.37, -5.17], [-0.25, -1.34, -3.06], [-0.67, -0.22, -3.86], [-1.15, -2.45, -2.92], [0.36, -0.89, -1.78], [-0.35, 4.53, -2.26], [-0.39, 3.17, -2.96], [0.95, 2.89, -3.65], [-1.51, 3.15, -4.00], [-0.75, 2.14, -1.97], [0.31, 1.77, -1.09], [-0.06, 5.31, -2.97], [0.38, 4.53, -1.45], [-1.33, 4.77, -1.85], [1.09, 3.59, -4.48], [0.97, 1.88, -4.06], [1.80, 3.02, -2.98], [-1.35, 3.92, -4.75], [-2.47, 3.34, -3.52], [-1.56, 2.18, -4.50], [-1.03, 1.31, -2.48], [0.43, 2.51, -0.40], [1.19, 1.69, -1.60]],
  "total_charge": 0,
  "e_tot_ha": -4656.39932,
  "homo_lumo_gap_ha": 0.238
}



Entry 6:
{
  "formula": "C19H29ClN3O4S",
  "method": "ωB97M-V/def2-TZVPD",
  "elements": ["O", "C", "N", "C", "C", "N", "C", "C", "O", "C", "C", "C", "C", "C", "C", "Cl", "C", "S", "O", "O", "N", "C", "C", "C", "C", "C", "C", "C", "H", "H", "H", "H", "H", "H", "H", "H", "H", "H", "H", "H", "H", "H", "H", "H", "H", "H", "H", "H", "H", "H", "H", "H", "H", "H", "H", "H", "H"],
  "positions_angstrom": [[-2.95, -0.71, -0.46], [-1.95, -0.29, 0.16], [-2.01, 0.81, 0.93], [-3.10, 1.78, 0.91], [-4.41, 1.23, 1.49], [-5.07, 0.32, 0.53], [-5.91, 1.03, -0.46], [-6.42, 0.01, -1.49], [-7.18, -0.99, -0.85], [-6.41, -1.68, 0.10], [-5.88, -0.73, 1.18], [-0.67, -1.01, 0.10], [-0.66, -2.34, -0.32], [0.51, -3.07, -0.36], [1.71, -2.47, 0.03], [3.16, -3.35, 0.03], [1.71, -1.14, 0.41], [3.22, -0.33, 1.02], [2.84, 1.04, 1.23], [3.68, -1.09, 2.14], [4.25, -0.54, -0.26], [5.64, -0.79, 0.09], [6.31, 0.42, 0.75], [6.93, 1.42, -0.23], [6.13, 1.65, -1.52], [4.61, 1.71, -1.33], [3.96, 0.32, -1.39], [0.54, -0.41, 0.46], [-1.17, 1.07, 1.43], [-2.78, 2.64, 1.50], [-3.26, 2.12, -0.12], [-4.19, 0.68, 2.41], [-5.08, 2.06, 1.74], [-4.24, -0.17, 0.00], [-5.32, 1.79, -0.97], [-6.75, 1.50, 0.04], [-7.09, 0.49, -2.20], [-5.57, -0.44, -2.02], [-7.06, -2.43, 0.54], [-5.56, -2.18, -0.39], [-5.27, -1.28, 1.89], [-6.72, -0.26, 1.71], [-1.60, -2.80, -0.61], [0.50, -4.10, -0.68], [6.16, -1.11, -0.81], [5.61, -1.62, 0.80], [5.56, 0.91, 1.37], [7.10, 0.06, 1.41], [7.05, 2.37, 0.29], [7.93, 1.08, -0.52], [6.36, 0.87, -2.25], [6.47, 2.60, -1.96], [4.17, 2.30, -2.14], [4.36, 2.19, -0.38], [4.28, -0.20, -2.29], [2.88, 0.42, -1.42], [0.64, 0.62, 0.75]],
  "total_charge": 1,
  "e_tot_ha": -2064.79035,
  "homo_lumo_gap_ha": 0.313,
  "de_lowest_kj_mol": 2.1,
  "smiles": "O=C(NCC[NH+]1CCOCC1)c1ccc(Cl)c(S(=O)(=O)N2CCCCCC2)c1"
}



Entry 7:
{
  "formula": "C14H23N4O2PPdS3",
  "method": "ωB97M-V/def2-TZVPD",
  "elements": ["Pd", "C", "C", "N", "C", "S", "N", "N", "C", "C", "C", "C", "C", "C", "C", "N", "H", "H", "H", "H", "H", "H", "H", "H", "H", "H", "H", "H", "H", "C", "C", "O", "P", "S", "S", "O", "C", "C", "H", "H", "H", "H", "H", "H", "H", "H", "H", "H"],
  "positions_angstrom": [[1.18, -0.86, -0.63], [3.77, 1.57, 4.39], [4.60, 0.65, 3.50], [4.35, 0.85, 2.08], [3.30, 0.20, 1.46], [3.57, -0.22, -0.21], [2.23, -0.05, 2.19], [1.27, -0.72, 1.57], [0.13, -0.92, 2.15], [-0.19, -0.29, 3.47], [-0.78, -1.77, 1.43], [-2.08, -2.08, 1.87], [-2.87, -2.94, 1.15], [-2.37, -3.52, -0.02], [-1.09, -3.15, -0.41], [-0.32, -2.31, 0.27], [4.04, 1.45, 5.44], [2.71, 1.34, 4.26], [3.93, 2.61, 4.10], [4.40, -0.39, 3.78], [5.66, 0.86, 3.67], [5.16, 0.82, 1.48], [0.38, 0.63, 3.56], [0.07, -0.94, 4.31], [-1.25, -0.05, 3.54], [-2.46, -1.62, 2.77], [-3.88, -3.17, 1.47], [-2.96, -4.21, -0.60], [-0.66, -3.55, -1.32], [-1.07, 3.40, -4.60], [-0.40, 3.12, -3.28], [0.30, 1.87, -3.36], [-0.13, 0.59, -2.48], [1.13, -0.83, -3.10], [-0.56, 1.20, -0.61], [-1.58, 0.29, -3.18], [-2.38, -0.76, -2.64], [-3.82, -0.54, -3.06], [-1.64, 4.33, -4.55], [-1.74, 2.57, -4.85], [-0.33, 3.48, -5.40], [-1.12, 3.08, -2.46], [0.34, 3.88, -3.03], [-2.30, -0.76, -1.55], [-2.01, -1.72, -3.02], [-4.21, 0.38, -2.62], [-4.43, -1.38, -2.74], [-3.88, -0.45, -4.15]],
  "s_squared": 0.756,
  "multiplicity": 2,
  "total_charge": -1,
  "e_tot_ha": -2580.73996,
  "homo_lumo_gap_ha": [0.214, 0.229],
  "de_lowest_kj_mol": 95.7
}



Entry 8:
{
  "formula": "C3H9NO2",
  "method": "ωB97M-V/def2-TZVPD",
  "elements": ["O", "C", "C", "H", "H", "H", "H", "N", "C", "O", "H", "H", "H", "H", "H"],
  "positions_angstrom": [[0.04, -1.37, -0.46], [-0.57, -0.88, -1.37], [-1.70, -1.45, -2.17], [-0.48, 0.19, -1.71], [-2.56, -0.80, -2.15], [-1.84, -2.48, -1.79], [-1.47, -1.62, -3.23], [1.95, 0.80, 1.98], [0.68, 1.59, 1.78], [0.06, 1.10, 0.67], [1.79, -0.13, 2.36], [2.73, 0.82, 1.33], [0.11, 1.45, 2.68], [1.06, 2.61, 1.68], [0.20, 0.15, 0.41]],
  "s_squared": 0.756,
  "multiplicity": 2,
  "total_charge": 1,
  "e_tot_ha": -324.56543,
  "homo_lumo_gap_ha": [0.391, 0.191],
  "de_lowest_kj_mol": 157.8
}



Entry 9:
{
  "formula": "C4H4FNS",
  "method": "ωB97M-V/def2-TZVPD",
  "elements": ["N", "C", "C", "S", "C", "C", "F", "H", "H", "H", "H"],
  "positions_angstrom": [[1.87, 0.32, -0.10], [0.45, 0.31, -0.07], [-0.41, 1.35, -0.06], [-2.07, 0.86, 0.08], [-1.63, -0.82, -0.11], [-0.34, -1.00, -0.01], [0.33, -2.19, 0.01], [2.43, 1.07, -0.37], [2.28, -0.65, -0.01], [-0.49, 2.37, 0.40], [-2.41, -1.60, 0.23]],
  "total_charge": 0,
  "e_tot_ha": -707.57410,
  "homo_lumo_gap_ha": 0.329,
  "de_lowest_kj_mol": 81.1,
  "smiles": "Nc1cscc1F"
}



Entry 10:
{
  "formula": "C35H33GaN7",
  "method": "ωB97M-V/def2-TZVPD",
  "elements": ["Ga", "C", "C", "C", "C", "N", "C", "N", "C", "N", "C", "N", "C", "C", "C", "C", "C", "N", "C", "C", "C", "C", "C", "C", "H", "H", "H", "H", "H", "H", "H", "H", "H", "H", "H", "H", "C", "N", "C", "C", "C", "C", "C", "C", "C", "C", "H", "H", "H", "H", "H", "H", "H", "H", "H", "H", "H", "H", "C", "C", "C", "C", "C", "C", "C", "C", "N", "H", "H", "H", "H", "H", "H", "H", "H", "H"],
  "positions_angstrom": [[-0.63, 0.10, -0.21], [-1.46, 0.57, 4.45], [-0.20, 0.65, 5.10], [0.93, 0.41, 4.32], [0.79, 0.09, 2.93], [-0.42, -0.10, 2.39], [-1.52, 0.17, 3.13], [1.96, -0.03, 2.28], [2.24, -0.08, 1.00], [1.38, -0.10, -0.10], [2.25, -0.16, -1.19], [1.92, -0.33, -2.45], [0.74, -0.18, -3.08], [0.77, -0.24, -4.52], [-0.34, 0.08, -5.27], [-1.53, 0.39, -4.60], [-1.53, 0.37, -3.22], [-0.44, 0.10, -2.45], [3.66, 0.00, -0.79], [4.86, 0.12, -1.51], [6.05, 0.31, -0.77], [6.03, 0.38, 0.64], [4.84, 0.18, 1.33], [3.65, 0.00, 0.60], [-2.40, 0.77, 4.98], [-0.13, 0.95, 6.16], [1.92, 0.51, 4.75], [-2.49, -0.02, 2.68], [1.76, -0.48, -4.91], [-0.36, 0.06, -6.34], [-2.44, 0.67, -5.10], [-2.43, 0.70, -2.67], [4.81, 0.07, -2.60], [6.99, 0.29, -1.28], [6.93, 0.56, 1.24], [4.85, 0.06, 2.42], [0.77, -3.73, 2.00], [0.22, -4.26, 0.81], [0.60, -5.64, 0.44], [-0.18, -3.37, -0.25], [-1.56, -2.82, 0.03], [-2.59, -3.80, 0.15], [-3.90, -3.44, 0.11], [-4.20, -2.05, 0.14], [-3.20, -1.09, 0.10], [-1.85, -1.45, -0.01], [1.60, -3.04, 1.82], [1.10, -4.56, 2.61], [0.00, -3.19, 2.55], [1.66, -5.63, 0.15], [-0.05, -5.98, -0.38], [0.44, -6.31, 1.32], [-0.20, -4.01, -1.19], [0.62, -2.62, -0.37], [-2.25, -4.83, 0.24], [-4.71, -4.18, 0.02], [-5.24, -1.75, 0.27], [-3.45, 0.00, 0.13], [1.22, 3.30, -0.78], [-0.13, 3.89, -0.74], [-0.41, 5.14, -1.25], [-1.67, 5.75, -1.15], [-2.71, 5.05, -0.52], [-2.52, 3.75, -0.06], [-3.68, 3.06, 0.46], [-1.23, 3.08, -0.22], [-0.98, 1.87, 0.21], [1.95, 4.03, -1.15], [1.25, 2.40, -1.43], [1.51, 3.01, 0.22], [0.43, 5.66, -1.71], [-1.82, 6.77, -1.49], [-3.71, 5.48, -0.33], [-4.39, 3.80, 0.87], [-3.47, 2.42, 1.31], [-4.24, 2.46, -0.26]],
  "total_charge": -1,
  "e_tot_ha": -3661.64735,
  "homo_lumo_gap_ha": 0.146,
  "de_lowest_kj_mol": 0.0
}



Entry 11:
{
  "formula": "CClNa8O7",
  "method": "ωB97M-V/def2-TZVPD",
  "elements": ["Na", "Na", "Na", "Na", "Na", "Na", "Na", "Na", "Cl", "O", "O", "O", "O", "C", "O", "O", "O"],
  "positions_angstrom": [[-1.25, 4.34, 0.07], [-4.19, 1.07, 0.58], [0.67, -1.26, -2.24], [1.45, 1.99, 0.29], [-0.57, -1.93, 0.96], [-3.31, 1.01, -2.83], [-3.23, -2.30, -1.10], [0.14, 3.34, -2.64], [2.90, -1.76, 1.85], [4.40, -1.56, 1.79], [2.66, -1.73, 3.20], [2.29, -0.60, 1.22], [2.38, -3.07, 1.41], [-1.06, 0.62, -0.70], [-0.01, 0.10, -0.39], [-1.21, 1.81, -0.96], [-2.06, -0.04, -0.52]],
  "s_squared": 0.761,
  "multiplicity": 2,
  "total_charge": 6,
  "e_tot_ha": -2320.38503,
  "homo_lumo_gap_ha": [0.257, 0.246]
}



Entry 12:
{
  "formula": "C7H11FN2",
  "method": "ωB97M-V/def2-TZVPD",
  "elements": ["C", "C", "C", "C", "C", "C", "C", "N", "N", "F", "H", "H", "H", "H", "H", "H", "H", "H", "H", "H", "H"],
  "positions_angstrom": [[-2.51, 0.26, -0.48], [-2.28, -0.12, 0.77], [-1.63, -0.16, -1.52], [-1.17, -1.06, 1.16], [-0.26, -1.33, -0.08], [1.10, 1.09, 0.25], [2.40, -0.85, -0.39], [-0.62, -0.92, -1.37], [1.41, -0.33, 0.50], [0.02, -2.65, -0.10], [-3.13, 1.10, -0.74], [-3.00, 0.09, 1.56], [-1.89, 0.06, -2.50], [-0.77, -0.52, 2.04], [-1.52, -2.04, 1.47], [1.11, 1.34, -0.82], [-0.07, 1.06, 0.64], [1.73, 1.79, 0.97], [3.44, -0.83, 0.09], [2.38, -1.95, -0.62], [2.59, -0.25, -1.32]],
  "s_squared": 2.021,
  "multiplicity": 3,
  "total_charge": 0,
  "e_tot_ha": -482.47108,
  "homo_lumo_gap_ha": [0.247, 0.261],
  "de_lowest_kj_mol": 0.0
}